Entry 1:
C36H47N5P2Sr | ωB97M-V/def2-TZVPD

The geometry in XYZ format:
```
91
Properties=species:S:1:pos:R:3
Sr -0.35 -2.39 2.65
C -0.47 2.64 3.04
C -0.94 1.72 2.18
C -0.45 1.37 0.80
C 0.77 0.42 0.68
C 2.05 0.87 1.31
C 2.32 2.10 1.75
C 1.53 3.35 1.53
C 0.56 3.66 2.73
C 1.65 -1.91 4.15
H -0.89 2.67 4.06
H -1.72 1.02 2.55
H -0.31 2.25 0.15
H -1.29 0.80 0.36
H 0.51 -0.60 1.05
H 0.94 0.21 -0.38
H 2.78 0.06 1.49
H 3.20 2.28 2.39
H 0.96 3.36 0.59
H 2.23 4.20 1.48
H 1.20 3.73 3.62
H 0.12 4.66 2.58
H 1.40 -1.70 5.21
H 2.41 -1.16 3.88
H 2.14 -2.89 4.14
P 1.91 -1.28 -3.85
P -1.40 -0.90 -3.63
N 3.31 -0.23 -4.01
N 2.64 -2.51 -4.96
N -1.57 0.86 -3.62
N -3.03 -1.18 -4.28
C 0.93 -0.43 -5.21
C -0.52 -0.95 -5.27
C 4.00 0.29 -2.91
C 5.03 1.12 -3.37
C 4.97 1.11 -4.80
C 3.90 0.30 -5.17
C 2.86 -3.82 -4.55
C 3.32 -4.56 -5.64
C 3.40 -3.68 -6.76
C 2.97 -2.43 -6.32
C -1.27 1.59 -2.47
C -1.27 2.94 -2.77
C -1.58 3.06 -4.17
C -1.71 1.77 -4.67
C -3.82 -0.46 -5.19
C -4.94 -1.21 -5.51
C -4.83 -2.46 -4.81
C -3.64 -2.43 -4.09
H 1.39 -0.55 -6.20
H 0.96 0.65 -4.97
H -1.07 -0.40 -6.05
H -0.52 -2.01 -5.57
H 3.69 0.03 -1.91
H 5.73 1.67 -2.76
H 5.62 1.64 -5.49
H 3.52 0.10 -6.15
H 2.64 -4.10 -3.53
H 3.56 -5.62 -5.64
H 3.72 -3.90 -7.77
H 2.86 -1.53 -6.90
H -1.07 1.06 -1.55
H -1.05 3.75 -2.08
H -1.69 3.97 -4.74
H -1.86 1.45 -5.68
H -3.56 0.52 -5.53
H -5.74 -0.91 -6.17
H -5.53 -3.28 -4.84
H -3.16 -3.16 -3.46
C -2.82 1.68 6.30
N -1.51 1.53 6.88
C -1.40 1.99 8.23
C -0.55 0.61 6.31
C -1.07 -0.81 6.29
C -1.25 -1.39 7.58
C -1.92 -2.61 7.71
C -2.41 -3.25 6.57
C -2.09 -2.74 5.28
C -1.40 -1.54 5.16
H -3.23 2.64 6.65
H -3.52 0.89 6.61
H -2.76 1.70 5.20
H -1.90 1.32 8.95
H -0.34 2.08 8.52
H -1.89 2.97 8.31
H -0.26 0.95 5.30
H 0.35 0.67 6.96
H -0.90 -0.84 8.46
H -2.08 -3.01 8.71
H -3.04 -4.14 6.67
H -2.45 -3.30 4.40
```

Computed properties:
- net charge = 0
- HOMO energy (hartree) = -0.2346


Entry 2:
C36H48AgN3O7Se | ωB97M-V/def2-TZVPD

The geometry in XYZ format:
```
96
Properties=species:S:1:pos:R:3
Ag -0.01 -0.56 -0.26
C 2.90 6.45 -1.99
C 1.71 6.61 -1.03
C 2.23 7.00 0.36
C 0.84 7.77 -1.55
C 0.93 5.30 -0.94
C 1.56 4.15 -0.48
C 0.88 2.95 -0.36
Se 1.86 1.43 0.30
C 1.38 1.60 2.17
C 2.02 2.60 2.88
C 1.72 2.85 4.22
C 0.77 2.03 4.79
C 0.10 1.00 4.13
C 0.38 0.74 2.74
O -0.21 -0.16 2.07
C -0.91 0.19 4.98
C -2.03 1.13 5.45
C -1.57 -0.98 4.25
C -0.20 -0.39 6.21
C 2.43 3.98 4.96
C 1.97 4.10 6.41
C 3.95 3.72 4.97
C 2.15 5.32 4.26
C -0.51 2.80 -0.68
O -1.13 1.70 -0.53
C -1.13 3.99 -1.21
C -0.41 5.17 -1.30
C -2.59 3.92 -1.68
C -2.72 2.84 -2.76
C -3.08 5.24 -2.28
C -3.51 3.57 -0.50
H 3.47 7.38 -2.06
H 3.56 5.66 -1.65
H 2.54 6.18 -2.98
H 2.78 7.95 0.33
H 1.39 7.10 1.06
H 2.90 6.23 0.75
H 1.45 8.68 -1.60
H 0.46 7.56 -2.55
H 0.00 7.95 -0.88
H 2.61 4.16 -0.20
H 2.76 3.19 2.35
H 0.51 2.20 5.83
H -2.54 1.57 4.58
H -2.77 0.58 6.04
H -1.65 1.95 6.06
H -2.12 -0.66 3.38
H -0.83 -1.71 3.91
H -2.26 -1.48 4.95
H 0.22 0.39 6.85
H -0.90 -0.99 6.80
H 0.62 -1.04 5.89
H 2.17 3.19 6.97
H 2.51 4.92 6.90
H 0.90 4.32 6.47
H 4.16 2.78 5.47
H 4.34 3.66 3.95
H 4.48 4.53 5.49
H 1.08 5.52 4.26
H 2.67 6.15 4.77
H 2.49 5.29 3.22
H -0.92 6.05 -1.67
H -2.10 3.09 -3.62
H -2.39 1.88 -2.37
H -3.76 2.75 -3.10
H -2.48 5.54 -3.14
H -4.11 5.10 -2.62
H -3.08 6.05 -1.54
H -3.24 2.60 -0.09
H -3.42 4.33 0.29
H -4.56 3.54 -0.83
O 1.25 -2.71 -0.94
C 1.38 -2.15 -2.05
O 0.80 -1.12 -2.45
C 2.39 -2.74 -3.03
C 3.39 -1.89 -3.51
C 4.34 -2.36 -4.40
C 4.31 -3.67 -4.85
C 3.30 -4.50 -4.37
C 2.36 -4.05 -3.45
N 3.25 -5.87 -4.84
O 2.33 -6.58 -4.48
O 4.13 -6.26 -5.59
H 3.39 -0.86 -3.18
H 5.12 -1.69 -4.76
H 5.02 -4.05 -5.55
H 1.61 -4.74 -3.08
N -3.10 0.39 0.70
C -3.20 -0.92 0.38
N -4.31 -1.59 0.93
O -2.42 -1.51 -0.35
H -3.54 0.73 1.53
H -2.25 0.86 0.37
H -5.12 -1.03 1.11
H -4.49 -2.46 0.46
```

Computed properties:
- net charge = -2
- HOMO energy (hartree) = -0.0589


Entry 3:
C36H48AlCl3N4P2Si | ωB97M-V/def2-TZVPD

The geometry in XYZ format:
```
95
Properties=species:S:1:pos:R:3
Al -0.44 0.00 -0.96
C 3.94 2.70 -0.61
C 3.23 1.42 -1.05
C 3.49 0.29 -0.05
P 1.38 1.55 -1.26
C 1.24 2.49 -2.89
C -0.02 2.04 -3.68
C 1.35 4.01 -2.91
C 0.85 2.51 0.21
C 1.06 3.88 0.34
C 0.60 4.60 1.43
C 0.79 6.10 1.52
C -0.10 3.91 2.42
C -0.31 2.55 2.33
C 0.16 1.80 1.25
N -0.12 0.45 1.08
C -0.39 -0.40 2.17
C 0.08 -0.23 3.49
C 0.00 -1.24 4.42
C -0.52 -2.52 4.14
C -0.52 -3.60 5.19
C -0.98 -2.74 2.86
C -0.98 -1.69 1.88
P -0.15 -2.31 0.00
C 1.29 -3.46 0.21
C 1.15 -4.93 0.51
C 2.16 -2.72 1.27
C -1.77 -4.27 0.15
C -2.19 -5.68 0.28
C -2.21 -2.18 0.88
H 5.01 2.50 -0.53
H 3.57 3.03 0.36
H 3.80 3.51 -1.33
H 3.61 1.12 -2.03
H 3.06 0.53 0.92
H 4.57 0.15 0.08
H 3.06 -0.64 -0.41
H 2.12 2.10 -3.42
H -0.70 2.88 -3.82
H -0.58 1.26 -3.16
H 0.24 1.66 -4.67
H 0.54 4.48 -2.36
H 1.30 4.35 -3.95
H 2.30 4.36 -2.50
H 1.58 4.42 -0.44
H 1.56 6.44 0.83
H 1.06 6.39 2.53
H -0.15 6.60 1.27
H -0.49 4.46 3.27
H -0.92 2.07 3.08
H 0.58 0.69 3.75
H 0.39 -1.06 5.42
H -1.02 -3.26 6.09
H 0.51 -3.87 5.46
H -1.02 -4.49 4.82
H -1.39 -3.69 2.56
H 1.81 -3.33 -0.75
H 0.66 -5.10 1.47
H 2.14 -5.38 0.56
H 0.59 -5.44 -0.27
H 1.87 -3.01 2.28
H 1.98 -1.65 1.17
H 3.22 -2.92 1.13
H -2.36 -3.49 -1.28
H -3.24 -5.66 0.60
H -1.61 -6.31 0.95
H -2.20 -6.08 -0.74
H -3.20 -1.96 1.35
H -3.04 -3.12 -0.27
H -1.23 -3.14 -1.25
N -5.72 4.96 1.06
C -4.92 4.23 0.68
C -3.91 3.33 0.20
C -3.83 2.02 0.68
C -2.85 1.18 0.20
C -1.89 1.55 -0.76
C -1.99 2.88 -1.18
C -2.97 3.76 -0.73
H -4.54 1.69 1.43
H -2.80 0.19 0.64
H -1.26 3.28 -1.87
H -3.00 4.78 -1.08
N 1.87 -1.72 -4.54
C 1.22 -2.85 -4.14
C 0.49 -2.50 -3.05
N 0.67 -1.14 -2.77
C 1.52 -0.73 -3.70
H 2.49 -1.64 -5.33
H 1.31 -3.79 -4.66
H -0.19 -3.08 -2.48
H 1.89 0.27 -3.80
Cl -4.46 -1.10 -1.30
Si -2.41 -1.45 -1.45
Cl -1.88 -2.89 -0.32
Cl -2.88 -2.98 -3.09
```

Computed properties:
- net charge = 0
- HOMO energy (alpha / beta) (hartree) = -0.2150 / -0.2150


Looking at M for the records above, in order, we have 699.4; 821.6; 760.2 g mol⁻¹.